Density functional theory data (ωB97M-V/def2-TZVPD) for 2 unconnected molecules or ions with the total composition C6H15NO in a non-equilibrium geometry.

```
23
Properties=species:S:1:pos:R:3:forces:R:3
C 0.529 2.511 -2.327 0.360 -0.830 -1.181
C 1.361 2.375 -1.091 1.290 1.436 1.986
C 1.307 1.071 -0.328 -0.761 2.121 1.009
C 0.971 1.101 0.985 -0.657 -1.988 -2.043
N 0.565 -0.082 1.623 0.490 -0.172 1.295
C 0.788 -1.406 1.057 0.215 0.542 -1.219
C -0.072 -2.443 1.747 -0.805 0.395 -0.640
H 0.827 3.420 -2.856 -0.756 0.303 0.293
H -0.516 2.414 -2.011 0.040 0.515 -0.513
H 0.698 1.748 -3.124 0.031 0.035 0.820
H 2.399 2.764 -1.134 -0.068 -0.773 -1.049
H 1.045 3.206 -0.401 -0.421 -0.811 -0.264
H 1.329 0.169 -0.898 0.370 -0.477 -0.100
H 0.676 1.992 1.523 0.496 0.172 -0.010
H 0.888 -0.117 2.581 -0.301 0.275 0.231
H 1.885 -1.702 1.141 -1.134 0.301 -0.607
H 0.430 -1.337 -0.027 0.858 -0.339 1.359
H 0.242 -2.678 2.765 -0.067 -0.230 -0.186
H -1.125 -2.138 1.717 0.189 0.457 0.534
H -0.142 -3.278 1.067 0.628 -0.936 0.281
O -4.862 -2.748 -0.974 0.277 0.343 0.494
H -3.929 -2.625 -0.750 -0.134 -0.168 -0.249
H -5.295 -2.219 -0.288 -0.139 -0.170 -0.244
```
Positions in Å, forces in eV/Å.

Results
- LUMO level (eV) = 0.61
- gap between HOMO and LUMO (eV) = 8.52
- structure (SMILES) = CC/C=C/NCC.O
- energy relative to the best compared isomer or geometry (same formula, charge and spin) (eV) = 2.348
- HOMO level (eV) = -7.92
- calculated total energy (eV) = -10001.4094